i:
{"formula": "C3H6N4O", "method": "ωB97M-V/def2-TZVPD", "smiles": "[H]/N=c1\\[nH]n(C)/c(=N\\[H])o1", "orbital_gap_ev": 9.889, "mol_weight_g_mol": 114.11, "multiplicity": 1, "symbols": ["H", "N", "C", "N", "N", "C", "C", "N", "H", "O", "H", "H", "H", "H"], "positions_angstrom": [[3.40218, 0.44599, -0.21264], [3.12141, -0.48507, -0.06098], [1.82769, -0.48149, -0.09901], [1.02484, 0.56777, -0.35198], [-0.42060, 0.22467, -0.47759], [-1.57255, 0.96605, 0.25184], [-0.49136, -1.23023, -0.17277], [-1.49826, -2.02332, -0.16938], [-2.13144, -1.20379, -0.76480], [0.88749, -1.51106, 0.38721], [1.14953, 1.15348, 0.42191], [-1.30630, 1.97079, -0.01117], [-1.46813, 1.08013, 1.42195], [-2.52453, 0.52607, -0.16259]], "mulliken_charge": [0.27, -0.66, 0.63, -0.40, -0.12, -0.77, 0.54, -0.58, 0.29, -0.35, 0.26, 0.34, 0.25, 0.30]}

=====

ii:
{"formula": "C3H6N4O", "method": "ωB97M-V/def2-TZVPD", "smiles": "[H]/N=C(N)\\N=C/NC=O", "orbital_gap_ev": 10.021, "mol_weight_g_mol": 114.11, "multiplicity": 1, "symbols": ["H", "N", "C", "N", "N", "C", "N", "C", "O", "H", "H", "H", "H", "H"], "positions_angstrom": [[2.62550, 0.76279, 1.39855], [2.58389, -0.14958, 1.03171], [1.63981, -0.10296, 0.17808], [1.24066, -1.23207, -0.56724], [0.90410, 1.08627, -0.08588], [-0.35381, 1.05449, -0.28293], [-1.15969, 0.02357, 0.16553], [-2.52756, 0.11795, 0.16281], [-3.26021, -0.72092, 0.58440], [2.01983, -1.87356, -0.58850], [0.79258, -1.07708, -1.46922], [-0.92000, 1.90137, -0.63700], [-0.71185, -0.87185, 0.44008], [-2.87326, 1.08156, -0.33040]], "mulliken_charge": [0.28, -0.71, 0.59, -0.52, -0.54, 0.05, -0.14, 0.16, -0.49, 0.28, 0.22, 0.33, 0.30, 0.19]}

=====

Least stable structure: i

=====

i:
{"formula": "C3H6N4O", "method": "ωB97M-V/def2-TZVPD", "orbital_gap_ev": [8.000, 7.836], "mol_weight_g_mol": 114.11, "multiplicity": 1, "symbols": ["C", "C", "C", "N", "N", "N", "N", "O", "H", "H", "H", "H", "H", "H"], "positions_angstrom": [[-0.87020, -0.80623, 1.69967], [0.34939, 1.48441, -1.32679], [1.02204, -0.34564, 0.21842], [0.47867, 1.79987, 0.12316], [0.98821, 0.85382, 0.80864], [-1.58956, -1.57641, 1.04949], [0.59274, -0.70591, -1.06760], [-0.21551, 0.23516, -1.64501], [-0.96876, -0.16279, 2.45258], [-0.31329, 2.14699, -1.72066], [1.29464, 1.59908, -1.69556], [1.38160, -1.13733, 0.75216], [-2.52122, -1.65534, 1.39718], [0.37125, -1.72967, -1.04568]], "mulliken_charge": [-0.11, -0.26, -0.44, -0.40, -0.25, -0.46, -0.25, -0.27, 0.41, 0.34, 0.34, 0.75, 0.24, 0.35]}

=====

ii:
{"formula": "C3H6N4O", "method": "ωB97M-V/def2-TZVPD", "orbital_gap_ev": 8.602, "mol_weight_g_mol": 114.11, "multiplicity": 1, "symbols": ["C", "C", "C", "H", "H", "H", "H", "H", "H", "N", "N", "N", "N", "O"], "positions_angstrom": [[-3.03115, -0.53094, -0.18653], [0.47935, -0.23362, 0.01637], [1.77124, -0.89222, -0.13289], [-3.87366, -0.91350, 0.64103], [-2.46628, -1.60702, -0.82013], [-3.42258, 0.42506, -1.02258], [-1.61352, 0.74466, 0.80281], [1.35833, 1.40968, 1.23729], [0.67871, 3.22273, -0.01407], [-1.66511, -0.02258, 0.18898], [-0.65816, -0.78500, 0.06691], [0.60546, 1.26263, 0.60160], [2.60875, -1.83967, -0.05299], [0.97323, 2.04394, -0.57970]], "mulliken_charge": [-0.67, 0.42, 0.13, 0.23, 0.28, 0.25, 0.26, 0.29, 0.35, 0.21, -0.50, -0.35, -0.44, -0.46]}

=====

iii:
{"formula": "C3H6N4O", "method": "ωB97M-V/def2-TZVPD", "smiles": "[H]/N=C\\N(/C=N/[H])C(N)=O", "orbital_gap_ev": 10.351, "mol_weight_g_mol": 114.11, "multiplicity": 1, "symbols": ["H", "N", "C", "N", "C", "N", "H", "C", "N", "O", "H", "H", "H", "H"], "positions_angstrom": [[1.72052, 2.05655, -0.10364], [0.82162, 2.53471, 0.06929], [-0.13371, 1.69452, 0.10657], [-0.05900, 0.26013, -0.09717], [-1.27952, -0.44428, -0.25308], [-2.41347, 0.08134, -0.06206], [-3.17101, -0.54317, -0.25014], [1.16093, -0.38029, -0.09674], [1.06604, -1.71158, 0.18475], [2.21724, 0.17024, -0.35510], [-1.14279, 2.02140, 0.30209], [-1.08395, -1.47472, -0.53173], [1.95792, -2.22646, 0.29252], [0.33918, -2.03837, 0.79445]], "mulliken_charge": [0.35, -0.68, -0.09, -0.02, -0.10, -0.59, 0.25, 0.57, -0.48, -0.64, 0.44, 0.50, 0.26, 0.23]}

=====

iv:
{"formula": "C3H6N4O", "method": "ωB97M-V/def2-TZVPD", "smiles": "[H]/N=c1/nc[nH]n1OC", "orbital_gap_ev": 10.058, "mol_weight_g_mol": 114.11, "multiplicity": 1, "symbols": ["H", "N", "C", "N", "C", "N", "N", "O", "C", "H", "H", "H", "H", "H"], "positions_angstrom": [[-0.17948, 2.41675, -0.03224], [-1.14804, 2.21240, 0.06974], [-1.26325, 0.94175, 0.05702], [-2.39591, 0.14956, -0.30275], [-1.91503, -1.02109, -0.24191], [-0.56016, -1.19677, 0.08697], [-0.07321, 0.09357, 0.40803], [0.83768, 0.36671, -0.59551], [2.14600, -0.02176, -0.06134], [-2.48905, -1.91245, -0.29456], [-0.46342, -1.86304, 0.83580], [2.85916, 0.56969, -0.69106], [2.43036, -1.03071, -0.19614], [2.21436, 0.29539, 0.95796]], "mulliken_charge": [0.30, -0.66, 0.48, -0.49, 0.04, -0.38, 0.09, -0.30, -0.57, 0.42, 0.26, 0.23, 0.27, 0.32]}

=====

Least stable structure: ii